Density functional theory data (ωB97M-V/def2-TZVPD) for the molecule C4H6O.

Last column: Mulliken charge in e.
Atoms and positions in Å:
O -2.163 -1.017 0.263  -0.71
C -1.080 -0.750 -0.300  0.13
C -0.392 0.721 0.016  -0.15
C 0.265 -0.762 0.440  -0.54
C 0.882 1.065 -0.340  -0.50
H -0.885 -0.946 -1.377  0.28
H -0.843 1.201 0.881  0.30
H 0.279 -0.824 1.525  0.30
H 1.136 -1.165 -0.064  0.31
H 1.444 1.845 0.174  0.26
H 1.356 0.633 -1.218  0.32

The energy relative to the best compared isomer or geometry (same formula, charge and spin) is 89.19 kcal/mol. The calculation puts the largest force on an atom at 0.009 Eh/bohr. The value obtained for the energy is -6288.0503 eV. The calculation puts the orbital gap at 0.2858 Ha. Its highest occupied orbital energy is -7.966 eV.

***

Density functional theory data (ωB97M-V/def2-TZVPD) for a cluster of 15 separate species, C15H60N30O15 in total.

Last column: Mulliken charge in e.
Atoms and positions in Å:
C 0.988 -3.906 -0.723  -4.67
O 0.545 -3.014 -0.010  2.41
N 0.298 -4.985 -1.084  0.85
N 2.170 -3.918 -1.339  0.61
H -0.652 -5.112 -0.765  -0.30
H 0.783 -5.540 -1.774  0.21
H 2.305 -4.558 -2.109  0.46
H 2.796 -3.154 -1.128  -0.40
C -3.905 -2.914 -4.085  0.15
O -4.959 -3.007 -3.503  -0.58
N -2.936 -2.123 -3.845  -0.14
N -3.539 -3.779 -5.011  -0.63
H -2.361 -1.881 -4.640  0.52
H -2.931 -1.496 -3.053  -0.12
H -4.251 -4.460 -5.235  0.25
H -2.567 -4.050 -4.965  0.38
C -0.806 -3.310 3.243  0.53
O -1.684 -3.631 2.472  -0.54
N -1.080 -3.530 4.499  -0.50
N 0.108 -2.415 2.982  -0.17
H -0.458 -3.185 5.217  0.16
H -1.718 -4.265 4.769  0.28
H -0.077 -2.120 2.034  -0.08
H 0.304 -1.723 3.690  0.26
C -4.339 -0.189 -1.357  0.39
O -3.394 -0.915 -1.324  0.04
N -4.215 1.128 -1.141  -0.34
N -5.473 -0.475 -1.929  -0.32
H -3.437 1.455 -0.586  -0.19
H -5.113 1.551 -0.955  0.22
H -5.747 -1.434 -1.769  0.24
H -6.178 0.247 -1.916  0.19
C 3.854 -3.834 1.953  0.51
O 5.046 -3.565 1.948  -0.67
N 2.839 -3.028 2.176  -0.12
N 3.458 -5.071 1.808  -0.31
H 1.920 -3.441 2.244  0.04
H 2.950 -2.039 2.350  0.11
H 2.489 -5.349 1.868  0.14
H 4.147 -5.753 1.523  0.22
C 2.880 3.756 -1.187  0.79
O 2.129 3.961 -2.146  -0.88
N 3.601 4.579 -0.561  -0.26
N 2.995 2.557 -0.723  0.41
H 3.765 5.476 -0.995  0.26
H 4.017 4.234 0.292  0.12
H 2.483 1.796 -1.145  -0.54
H 3.413 2.487 0.194  0.12
C 4.088 3.337 2.874  0.52
O 3.463 2.911 1.910  -0.69
N 5.387 3.378 2.965  -0.38
N 3.508 3.607 4.021  -0.42
H 5.808 2.903 2.179  0.26
H 5.878 3.691 3.790  0.17
H 2.526 3.417 4.163  0.24
H 4.101 3.627 4.839  0.16
C -2.075 2.463 -3.966  0.32
O -1.408 2.928 -4.863  -0.66
N -3.039 3.046 -3.252  -0.37
N -1.891 1.296 -3.425  0.34
H -3.535 3.891 -3.493  0.18
H -3.546 2.359 -2.711  0.25
H -1.222 0.647 -3.815  0.17
H -2.110 1.334 -2.440  -0.55
C -0.848 5.902 -1.305  0.59
O -1.942 6.412 -1.341  -0.75
N -0.685 4.651 -1.817  0.11
N 0.153 6.330 -0.587  -0.29
H -1.479 4.194 -2.242  0.09
H 0.173 4.146 -1.647  0.02
H 0.078 7.239 -0.154  0.21
H 1.070 5.926 -0.717  0.19
C -3.707 1.353 2.728  0.66
O -4.212 2.195 2.039  -0.71
N -3.696 1.519 4.042  -0.41
N -3.011 0.434 2.261  -0.05
H -4.403 2.182 4.328  0.28
H -3.308 0.741 4.556  0.17
H -2.312 0.106 2.912  0.12
H -2.908 0.321 1.263  -0.19
C -0.303 0.595 0.032  0.08
O -0.776 1.707 -0.242  -0.20
N 0.624 0.432 0.899  0.30
N -0.650 -0.497 -0.542  2.07
H 1.040 1.276 1.266  -0.18
H 0.956 -0.483 1.169  -0.24
H -0.303 -1.444 -0.486  -0.30
H -1.317 -0.476 -1.299  -0.53
C -3.080 -5.009 -0.705  0.69
O -2.406 -5.995 -0.797  -0.71
N -2.695 -3.898 -0.264  0.05
N -4.359 -5.050 -0.923  -0.33
H -3.118 -3.042 -0.592  0.05
H -1.791 -3.917 0.187  -0.12
H -4.780 -5.949 -1.109  0.21
H -4.934 -4.227 -1.025  0.11
C -0.598 3.540 3.318  0.56
O 0.441 3.119 3.544  -0.58
N -0.975 3.934 2.086  -0.12
N -1.467 3.797 4.238  -0.40
H -1.767 4.543 1.940  0.18
H -0.391 3.519 1.374  -0.20
H -1.227 3.535 5.184  0.21
H -2.381 4.119 3.955  0.19
C 5.233 -0.292 1.179  0.43
O 5.922 -0.083 2.177  -0.82
N 5.490 -1.138 0.205  -0.29
N 4.134 0.277 1.003  0.18
H 4.905 -1.239 -0.612  0.15
H 6.176 -1.831 0.468  0.23
H 3.911 0.354 0.021  0.88
H 3.903 0.906 1.758  -0.18
C 2.914 -0.532 -2.676  -2.26
O 3.454 -0.127 -1.674  -0.46
N 1.662 -0.351 -2.970  1.20
N 3.505 -1.112 -3.561  0.01
H 0.991 0.013 -2.310  -0.70
H 1.277 -0.713 -3.831  0.17
H 2.914 -1.556 -4.250  0.58
H 4.502 -1.248 -3.483  0.39

The energy relative to the best compared isomer or geometry (same formula, charge and spin) is 59.29 kcal/mol. As for the total charge: -1. The expectation value of S² is 0.75. The calculation puts the largest force on an atom at 0.200 Eh/bohr. The value obtained for the energy is -91953.4841 eV. The calculation puts the orbital gap (alpha / beta) at 0.0648 / 0.2915 Ha. Its multiplicity is 2. Its highest occupied orbital energy (alpha / beta) is -0.218 / -6.453 eV.

***

Q: What is the energy relative to the best compared isomer or geometry (same formula, charge and spin) in the first record?
A: 89.19 kcal/mol

***

Q: energy of number 2 (C15H60N30O15)?
A: -91953.4841 eV

***

Q: Which of these has the lowest energy relative to the best compared isomer or geometry (same formula, charge and spin)?
A: C15H60N30O15

***

Q: Which value of energy does entry 1 give?
A: -6288.0503 eV